[1]
Below is a structure of composition C28H22BrINO3PRhS2 in a non-equilibrium geometry, with properties calculated with ωB97M-V/def2-TZVPD.

Positions of all 60 atoms, in Å:
Rh1 -0.336 0.000 0.758
I1 0.932 -1.829 2.264
C1 -0.737 -2.123 3.443
C2 -0.585 -1.909 4.782
C3 -1.633 -2.242 5.665
C4 -2.746 -2.844 5.168
C5 -2.907 -3.074 3.777
C6 -4.051 -3.781 3.331
C7 -4.229 -4.049 2.011
C8 -3.323 -3.506 1.081
C9 -2.210 -2.783 1.447
P1 -1.451 -1.909 0.020
C10 -2.854 -1.508 -1.058
C11 -3.731 -0.475 -0.738
C12 -4.812 -0.213 -1.564
C13 -5.030 -0.965 -2.709
C14 -4.164 -1.999 -3.031
C15 -3.084 -2.273 -2.205
C16 -0.442 -3.137 -0.859
C17 0.020 -2.950 -2.162
C18 0.830 -3.898 -2.762
C19 1.195 -5.047 -2.074
C20 0.741 -5.251 -0.781
C21 -0.072 -4.302 -0.180
C22 -1.929 -2.636 2.850
H1 0.336 -1.507 5.179
H2 -1.523 -2.054 6.723
H3 -3.538 -3.168 5.829
H4 -4.767 -4.117 4.069
H5 -5.081 -4.615 1.666
H6 -3.563 -3.626 0.033
H7 -3.586 0.136 0.138
H8 -5.489 0.591 -1.314
H9 -5.874 -0.748 -3.348
H10 -4.326 -2.597 -3.917
H11 -2.431 -3.098 -2.456
H12 -0.260 -2.069 -2.728
H13 1.168 -3.746 -3.777
H14 1.822 -5.788 -2.551
H15 1.008 -6.150 -0.244
H16 -0.441 -4.483 0.820
C23 5.075 0.288 -0.097
C24 3.723 0.270 -0.740
C25 3.552 0.497 -2.103
C26 2.281 0.539 -2.642
C27 1.195 0.331 -1.808
Br1 -0.515 0.533 -2.550
N1 1.335 0.060 -0.501
C28 2.580 0.054 0.000
H17 5.855 0.315 -0.853
H18 5.243 -0.587 0.527
H19 5.191 1.175 0.526
H20 4.410 0.666 -2.739
H21 2.121 0.752 -3.687
H22 2.644 -0.089 1.070
O1 -0.465 2.259 0.161
S1 -1.109 2.305 1.511
O2 -2.067 1.125 1.486
O3 -1.627 3.535 1.979
S2 0.375 1.379 2.555

The molar mass comes out at 825.310 g/mol. The HOMO energy (spin up / spin down) comes out at -11.1 / -11.1 eV. Its total charge is +1. The lowest unoccupied orbital energy (spin up / spin down) is -0.1764 / -0.1797 Eh.

***

[2]
Below is a structure of composition C28H22FN3O4S in a non-equilibrium geometry, with properties calculated with ωB97M-V/def2-TZVPD.

Positions of all 59 atoms, in Å:
C1 2.065 -1.681 2.676
C2 2.491 -0.390 1.944
C3 1.711 0.556 1.178
N1 2.267 1.511 0.660
C4 3.474 1.397 0.849
N2 4.304 2.428 0.637
C5 4.535 2.758 -0.546
O1 5.417 3.766 -1.065
C6 3.818 2.133 -1.868
C7 4.093 0.579 -1.591
C8 2.919 -0.046 -1.648
C9 3.004 -1.514 -1.524
C10 4.382 -2.252 -1.211
C11 5.478 -1.121 -1.006
C12 5.322 0.120 -1.410
H1 6.115 0.760 -1.104
O2 6.614 -2.084 -0.658
C13 6.118 -3.312 -0.475
O3 4.870 -3.236 -0.856
H2 6.661 -3.853 -1.157
H3 6.329 -3.603 0.377
H4 2.144 -2.179 -1.319
H5 1.996 0.256 -1.858
H6 4.195 2.476 -2.570
H7 2.811 2.538 -1.955
H8 5.067 2.929 1.271
S1 3.976 0.040 2.016
C14 0.166 0.495 0.875
C15 -0.443 0.877 -0.152
C16 -1.662 0.784 -0.552
C17 -2.541 0.251 0.174
C18 -2.115 -0.442 1.287
C19 -0.726 -0.286 1.785
H9 -0.444 -0.856 2.684
C20 -3.246 -1.141 2.156
H10 -3.276 -0.475 3.199
H11 -3.021 -2.145 2.061
C21 -4.443 -0.734 1.549
N3 -3.943 -0.036 0.109
C22 -4.794 0.347 -0.902
O4 -4.158 0.646 -1.849
C23 -6.272 -0.063 -0.621
C24 -7.078 0.629 -0.083
C25 -8.372 0.208 -0.030
C26 -8.951 -0.687 -0.789
C27 -7.835 -1.602 -1.479
C28 -6.560 -1.342 -1.500
H12 -5.847 -1.989 -2.099
H13 -8.354 -2.300 -2.101
H14 -10.031 -0.898 -0.596
F1 -9.121 1.176 0.626
H15 -6.590 1.589 0.351
H16 -4.800 -1.594 0.894
H17 -5.068 -0.176 1.909
H18 -1.944 1.199 -1.417
H19 0.365 1.552 -0.684
H20 1.205 -2.251 1.966
H21 1.603 -1.535 3.676
H22 2.927 -2.218 2.630

The molar mass comes out at 515.566 g/mol. The HOMO energy comes out at -7.5 eV. The lowest unoccupied orbital energy is 0.0006 Eh. The calculation puts the energy above the lowest of the compared OMol25 structures with the same formula, charge and spin at 511.0 kcal/mol.

***

[3]
Below is a structure of composition C28H23AuClN2O2PS2 in a non-equilibrium geometry, with properties calculated with ωB97M-V/def2-TZVPD.

Positions of all 60 atoms, in Å:
Au1 0.408 0.142 -0.711
O1 -0.332 5.228 1.662
C1 0.970 5.097 1.567
C2 1.771 6.186 1.972
C3 3.139 6.123 1.882
C4 3.765 4.967 1.393
C5 3.005 3.877 1.019
C6 1.611 3.915 1.081
C7 0.886 2.719 0.659
O2 1.509 1.706 0.273
N1 -0.459 2.778 0.727
N2 -1.149 1.694 0.500
C8 -2.436 1.687 0.681
S1 -3.326 0.208 0.719
C9 -4.794 0.961 1.510
C10 -4.958 2.358 0.966
S2 -3.323 3.165 0.984
H1 -0.788 4.415 1.344
H2 1.271 7.062 2.348
H3 3.736 6.967 2.191
H4 4.839 4.930 1.307
H5 3.474 2.972 0.666
H6 -4.629 0.957 2.589
H7 -5.656 0.340 1.273
H8 -5.622 2.962 1.588
H9 -5.322 2.357 -0.065
Cl1 -0.957 -2.283 0.683
C11 -0.285 -3.453 -0.393
C12 0.059 -4.720 0.033
C13 0.636 -5.597 -0.877
C14 0.862 -5.211 -2.190
C15 0.513 -3.941 -2.614
C16 -0.085 -3.054 -1.717
P1 -0.527 -1.360 -2.134
C17 0.023 -1.160 -3.835
C18 -0.855 -1.297 -4.910
C19 -0.352 -1.261 -6.197
C20 1.007 -1.069 -6.408
C21 1.880 -0.922 -5.336
C22 1.390 -0.963 -4.047
C23 -2.307 -1.111 -2.167
C24 -2.702 0.175 -2.545
C25 -4.045 0.483 -2.623
C26 -4.989 -0.481 -2.299
C27 -4.596 -1.756 -1.917
C28 -3.251 -2.082 -1.853
H10 -0.104 -5.013 1.058
H11 0.926 -6.582 -0.547
H12 1.322 -5.902 -2.882
H13 0.700 -3.643 -3.636
H14 -1.910 -1.456 -4.741
H15 -1.018 -1.388 -7.038
H16 1.390 -1.022 -7.416
H17 2.936 -0.777 -5.510
H18 2.047 -0.856 -3.195
H19 -1.942 0.912 -2.778
H20 -4.354 1.468 -2.940
H21 -6.038 -0.239 -2.355
H22 -5.340 -2.500 -1.676
H23 -2.936 -3.077 -1.573

The molar mass comes out at 747.032 g/mol. The HOMO energy (spin up / spin down) comes out at -13.6 / -13.6 eV. Its total charge is +2. The lowest unoccupied orbital energy (spin up / spin down) is -0.3688 / -0.3701 Eh.

***

[4]
Below is a structure of composition C28H23BrIN6O4SV, with properties calculated with ωB97M-V/def2-TZVPD.

Positions of all 65 atoms, in Å:
V1 0.191 -0.230 -0.588
C1 -4.163 1.114 -1.136
C2 -3.337 1.965 -0.229
N1 -3.917 2.861 0.533
C3 -3.182 3.573 1.409
C4 -1.815 3.503 1.487
C5 -1.034 4.262 2.519
O1 -0.091 3.425 3.187
C6 -1.155 2.592 0.632
C7 0.266 2.647 0.458
N2 0.976 1.737 -0.121
C8 2.323 2.048 -0.429
C9 3.221 2.457 0.551
C10 4.541 2.715 0.212
C11 4.968 2.566 -1.100
C12 4.078 2.153 -2.081
C13 2.761 1.889 -1.742
I1 1.397 1.199 -3.158
C14 -1.926 1.735 -0.164
O2 -1.411 0.757 -0.846
H1 -4.164 0.083 -0.772
H2 -3.739 1.087 -2.141
H3 -5.180 1.497 -1.168
H4 -3.734 4.230 2.073
H5 -1.729 4.722 3.228
H6 -0.448 5.072 2.076
H7 -0.506 2.566 3.345
H8 0.756 3.572 0.756
H9 2.876 2.557 1.573
H10 5.239 3.028 0.977
H11 5.998 2.766 -1.364
H12 4.412 2.034 -3.104
N3 -3.245 -0.026 2.474
C15 -2.157 -0.615 1.904
S1 -2.348 -1.867 0.796
N4 -0.993 -0.095 2.314
N5 0.041 -0.467 1.536
C16 1.157 -0.707 2.125
C17 2.320 -1.000 1.318
C18 3.532 -1.387 1.881
C19 4.580 -1.705 1.038
C20 4.394 -1.645 -0.336
C21 3.164 -1.245 -0.819
N6 2.161 -0.904 -0.013
H13 -4.123 -0.508 2.412
H14 -3.091 0.608 3.241
H15 1.206 -0.750 3.207
H16 3.633 -1.445 2.955
H17 5.533 -2.014 1.448
H18 5.181 -1.914 -1.026
H19 2.954 -1.198 -1.879
Br1 -4.996 -2.929 -3.022
C22 -3.410 -3.865 -2.567
C23 -3.415 -5.250 -2.563
C24 -2.253 -5.926 -2.218
C25 -1.109 -5.222 -1.880
C26 -1.122 -3.833 -1.890
C27 -2.278 -3.144 -2.236
C28 0.121 -3.093 -1.492
O3 1.133 -3.654 -1.128
O4 0.012 -1.788 -1.604
H20 -4.315 -5.789 -2.823
H21 -2.248 -7.008 -2.208
H22 -0.197 -5.732 -1.598
H23 -2.294 -2.064 -2.219

The molar mass comes out at 797.349 g/mol. The HOMO energy (spin up / spin down) comes out at -7.4 / -7.4 eV. The lowest unoccupied orbital energy (spin up / spin down) is -0.0220 / -0.0300 Eh. The spin multiplicity is 3. The calculation puts the energy above the lowest of the compared OMol25 structures with the same formula, charge and spin at 0.0 kcal/mol.

***

Which energy belongs to each record? In order, -5480.42895, -2042.70693, -3073.79439, -5924.32287 Eh.